Record 1
Density functional theory data (the ωB97M-V functional and the def2-TZVPD basis) for a structure of composition C35H46ClNO4SSi3Ti.

## Properties
molar mass = 744.40 g/mol
lowest unoccupied orbital energy = -6.79 eV
HOMO-LUMO gap = 5.58 eV
HOMO energy = -0.4545 Eh
E_tot = -116817.314 eV
net charge = +2

Structure (XYZ):
```
92
C35H46ClNO4SSi3Ti the ωB97M-V functional and the def2-TZVPD basis
Ti -0.468 0.806 0.906
Cl 3.269 -2.799 -7.701
S -2.001 1.637 -1.245
Si -1.184 0.265 3.462
Si 1.752 0.868 3.129
Si 0.473 -2.052 2.408
O -2.153 0.593 2.043
O 1.126 1.366 -0.176
O 1.731 -1.507 -2.157
O 0.191 -0.508 -0.322
N 0.162 2.631 1.763
C 0.059 2.805 -2.749
C 1.131 0.231 -0.708
C -3.246 0.479 -1.773
C 1.779 -3.059 -5.435
C -4.400 1.005 -2.326
C 1.051 1.862 -4.652
C 2.159 -0.231 -1.662
C 0.946 2.891 -3.760
C 1.420 -2.717 -4.112
C 1.374 5.032 2.554
C 3.413 -1.298 -3.958
C 1.878 0.686 5.025
C -3.530 1.066 1.925
C 1.998 -2.495 1.320
C -5.383 0.114 -2.677
C 0.687 -2.795 4.126
C -5.180 -1.311 -2.719
C -3.022 -0.974 -1.658
C 0.472 0.635 -4.368
C 2.881 -2.415 -6.076
C 2.238 -1.815 -3.390
C 0.340 -3.418 -3.402
C 3.739 -1.581 -5.294
C 0.290 -0.105 2.471
C 3.413 0.549 2.436
C 1.213 2.602 2.644
C -3.977 -1.846 -2.258
C -0.285 3.825 1.275
C 1.757 3.822 3.012
C -1.079 -2.861 1.590
C -0.664 1.663 -2.518
C 0.292 5.069 1.676
C -0.461 0.541 -3.318
C -2.008 -1.070 4.377
C -1.432 1.693 4.636
H 3.363 0.804 1.415
H -1.151 -0.299 -3.243
H 1.662 1.764 5.437
H 2.308 -3.433 1.808
H 1.660 -3.326 4.197
H 0.580 -0.157 -5.033
H -3.747 -2.940 -2.239
H 4.624 -1.228 -5.711
H 2.616 3.819 3.617
H 1.194 -0.005 5.517
H 0.759 -4.035 -2.650
H -6.368 0.426 -2.967
H -0.125 -3.538 4.314
H -3.582 2.171 2.136
H 1.761 1.933 -5.449
H -1.066 3.766 0.547
H -2.011 -2.094 4.165
H -4.620 2.076 -2.430
H 3.955 1.340 2.937
H 1.516 3.845 -3.881
H -5.957 -1.915 -3.066
H -0.443 -3.994 -4.051
H -0.856 -3.949 1.778
H 2.350 0.563 -2.334
H -2.026 -1.189 -1.351
H 3.804 -0.391 2.788
H 1.548 -2.783 0.389
H 1.905 5.889 2.864
H 0.489 -2.126 4.926
H 3.059 -0.340 -1.106
H 2.869 0.480 5.453
H 4.200 -0.768 -3.483
H -3.122 -0.855 4.530
H -0.105 3.662 -2.152
H -1.099 2.627 4.296
H -0.001 6.032 1.357
H -4.228 0.609 2.661
H 2.849 -1.798 1.178
H -1.310 -2.611 0.527
H -1.670 -1.108 5.424
H 1.166 -3.702 -6.072
H -0.906 1.580 5.602
H -2.509 1.726 4.913
H -1.966 -2.725 2.163
H -3.790 0.936 0.882
H -0.341 -2.616 -2.967
```

Okay, here come the Löwdin numbers, in e, for every atom:
1. Ti 1.042
2. Cl 0.709
3. S 1.015
4. Si 0.350
5. Si 0.505
6. Si 0.538
7. O -0.388
8. O -0.023
9. O -0.028
10. O -0.069
11. N -0.071
12. C -0.120
13. C -0.551
14. C -0.502
15. C -0.034
16. C -0.106
17. C -0.041
18. C -0.051
19. C -0.068
20. C -0.227
21. C -0.010
22. C -0.007
23. C -0.139
24. C -0.029
25. C -0.132
26. C -0.041
27. C -0.155
28. C -0.022
29. C -0.058
30. C -0.033
31. C -0.659
32. C -0.246
33. C -0.036
34. C -0.070
35. C -0.489
36. C -0.131
37. C -0.241
38. C -0.045
39. C -0.041
40. C -0.039
41. C -0.140
42. C -0.439
43. C 0.031
44. C -0.056
45. C -0.145
46. C -0.115
47. H 0.020
48. H 0.106
49. H 0.079
50. H 0.047
51. H 0.060
52. H 0.097
53. H 0.129
54. H 0.087
55. H 0.113
56. H 0.018
57. H 0.077
58. H 0.112
59. H 0.061
60. H 0.119
61. H 0.119
62. H 0.089
63. H 0.002
64. H 0.127
65. H 0.053
66. H 0.144
67. H 0.095
68. H 0.129
69. H 0.069
70. H 0.134
71. H 0.056
72. H 0.056
73. H 0.014
74. H 0.124
75. H -0.005
76. H 0.147
77. H 0.048
78. H 0.109
79. H 0.095
80. H 0.103
81. H 0.011
82. H 0.111
83. H 0.116
84. H 0.036
85. H 0.036
86. H 0.071
87. H 0.117
88. H 0.062
89. H 0.074
90. H 0.002
91. H 0.061
92. H 0.081

=====

Record 2
Density functional theory data (the ωB97M-V functional and the def2-TZVPD basis) for a cluster of 2 separate species, C5H14 in total.

## Properties
molar mass = 74.17 g/mol
lowest unoccupied orbital energy = 1.19 eV
HOMO-LUMO gap = 12.19 eV
HOMO energy = -0.4042 Eh
E_tot = -5410.610 eV
net charge = 0
SMILES = CCC.CC

Structure (XYZ):
```
19
C5H14 the ωB97M-V functional and the def2-TZVPD basis
C 2.165 0.767 0.611
C -0.818 -1.340 -0.934
C -0.696 -1.083 0.596
C 1.140 1.766 0.774
C -1.931 -0.468 -1.405
H 2.720 0.917 -0.371
H -1.715 -1.303 0.933
H 1.613 2.746 1.202
H 2.910 0.873 1.319
H -1.860 0.507 -0.809
H 1.835 -0.262 0.572
H 0.468 1.375 1.610
H -2.830 -1.022 -1.194
H -0.347 -1.944 1.158
H -0.425 -0.011 0.849
H 0.145 -1.178 -1.445
H -1.787 -0.024 -2.422
H -1.168 -2.375 -0.969
H 0.578 2.059 -0.075
```

Okay, here come the natural (NBO) numbers, in e, for every atom:
1. C -0.612
2. C -0.405
3. C -0.635
4. C -0.604
5. C -0.613
6. H 0.193
7. H 0.198
8. H 0.204
9. H 0.207
10. H 0.195
11. H 0.211
12. H 0.199
13. H 0.212
14. H 0.217
15. H 0.216
16. H 0.198
17. H 0.213
18. H 0.196
19. H 0.208

=====

Record 3
Density functional theory data (the ωB97M-V functional and the def2-TZVPD basis) for an isolated molecule of C4H8O.

## Properties
molar mass = 72.11 g/mol
lowest unoccupied orbital energy = 1.03 eV
HOMO-LUMO gap = 10.47 eV
HOMO energy = -0.3469 Eh
E_tot = -6324.200 eV
net charge = 0
SMILES = CC1(O)CC1

Structure (XYZ):
```
13
C4H8O the ωB97M-V functional and the def2-TZVPD basis
O -0.588 0.489 -1.550
C -1.200 -0.571 0.581
C 1.259 -0.466 -0.322
C 0.968 0.863 0.342
C -0.136 0.063 -0.289
H -1.782 0.198 1.106
H -1.886 -1.176 -0.025
H 1.508 -1.319 0.304
H 1.760 -0.438 -1.285
H 1.016 0.921 1.427
H -1.451 0.902 -1.437
H 1.282 1.759 -0.186
H -0.750 -1.223 1.336
```

Okay, here come the natural (NBO) numbers, in e, for every atom:
1. O -0.703
2. C -0.632
3. C -0.431
4. C -0.450
5. C 0.231
6. H 0.206
7. H 0.219
8. H 0.211
9. H 0.227
10. H 0.211
11. H 0.467
12. H 0.225
13. H 0.219

=====

Record 4
Density functional theory data (the ωB97M-V functional and the def2-TZVPD basis) for a structure of composition H20O10.

## Properties
molar mass = 180.15 g/mol
lowest unoccupied orbital energy = -0.82 eV
HOMO-LUMO gap = 9.60 eV
HOMO energy = -0.3829 Eh
E_tot = -20795.881 eV
net charge = 0

Structure (XYZ):
```
30
H20O10 the ωB97M-V functional and the def2-TZVPD basis
O 2.502 -0.539 -1.061
O 0.146 3.143 1.121
O 1.414 1.950 -2.035
O -2.138 2.204 -1.373
O -1.217 -0.364 2.338
O 2.393 2.015 1.309
O -0.231 -2.298 2.165
O -2.609 -2.942 -1.206
O -0.288 -2.018 -1.649
O -0.393 0.462 0.015
H -0.228 3.731 0.509
H -2.169 -0.711 2.200
H -0.136 -2.027 -2.745
H -0.609 -2.284 3.063
H 1.552 2.211 1.409
H 0.139 -2.797 -1.350
H -0.623 -0.202 0.836
H 1.506 1.326 -1.230
H 1.056 1.616 -2.770
H -1.562 1.546 -1.028
H -0.088 -0.249 -0.644
H 2.782 2.877 0.892
H -0.207 2.180 0.883
H 0.789 -2.308 2.274
H -1.858 -2.463 -0.773
H -1.616 2.898 -1.394
H -0.672 -1.177 2.319
H 2.024 -1.327 -1.137
H 2.786 -0.613 -0.094
H -2.446 -3.842 -0.845
```

Okay, here come the natural (NBO) numbers, in e, for every atom:
1. O -0.925
2. O -0.988
3. O -0.983
4. O -0.940
5. O -0.971
6. O -0.955
7. O -0.880
8. O -0.935
9. O -0.969
10. O -1.048
11. H 0.476
12. H 0.470
13. H 0.517
14. H 0.508
15. H 0.469
16. H 0.471
17. H 0.497
18. H 0.517
19. H 0.458
20. H 0.484
21. H 0.497
22. H 0.472
23. H 0.513
24. H 0.510
25. H 0.475
26. H 0.445
27. H 0.432
28. H 0.453
29. H 0.479
30. H 0.452

=====

Record 5
Density functional theory data (the ωB97M-V functional and the def2-TZVPD basis) for an isolated molecule of C3H8N2O2.

## Properties
molar mass = 104.11 g/mol
lowest unoccupied orbital energy = 0.82 eV
HOMO-LUMO gap = 9.84 eV
HOMO energy = -0.3315 Eh
E_tot = -10315.335 eV
net charge = 0
SMILES = NC(=O)[C@@H](N)CO

Structure (XYZ):
```
15
C3H8N2O2 the ωB97M-V functional and the def2-TZVPD basis
O -2.497 -0.400 -0.591
O 1.779 -0.227 -1.182
N 0.236 1.401 0.728
N 1.820 -1.291 0.840
C -1.188 0.012 -0.913
C -0.121 0.060 0.194
C 1.247 -0.524 -0.136
H -0.277 2.023 1.327
H 1.225 -1.488 1.623
H -0.711 -0.518 -1.764
H 0.742 1.932 0.033
H -0.559 -0.373 1.099
H -2.997 0.414 -0.636
H 2.493 -2.031 0.741
H -1.194 1.008 -1.363
```

Okay, here come the natural (NBO) numbers, in e, for every atom:
1. O -0.701
2. O -0.608
3. N -0.872
4. N -0.816
5. C -0.093
6. C -0.164
7. C 0.683
8. H 0.384
9. H 0.381
10. H 0.188
11. H 0.366
12. H 0.202
13. H 0.473
14. H 0.405
15. H 0.172

=====

Record 6
Density functional theory data (the ωB97M-V functional and the def2-TZVPD basis) for a structure of composition C7H35BO23Y.

## Properties
molar mass = 587.05 g/mol
lowest unoccupied orbital energy = -6.27 eV
HOMO-LUMO gap = 5.99 eV
HOMO energy = -0.4506 Eh
E_tot = -56639.239 eV
net charge = +1

Structure (XYZ):
```
67
C7H35BO23Y the ωB97M-V functional and the def2-TZVPD basis
Y 3.201 1.506 0.901
O -2.513 -3.822 -0.556
O 0.849 -0.447 4.139
O -1.803 3.447 -0.622
O 2.795 -2.569 2.034
O -3.800 0.930 -1.767
O 3.038 0.884 -1.520
O -0.481 6.358 -3.737
O -2.299 2.410 -2.613
O -1.730 4.786 -2.650
O -2.799 -3.533 2.121
O 2.184 -0.294 -4.159
O 1.187 2.849 0.470
O 1.436 -0.238 0.964
O 2.994 -2.802 -3.313
O -2.400 -1.009 4.199
O -4.976 -0.275 0.595
O -3.313 2.326 0.638
O 4.342 -0.741 0.635
O -2.087 1.879 3.554
O 0.018 3.190 -2.309
O 1.728 4.348 -3.169
O 2.941 -4.300 -0.709
O 2.028 1.847 3.053
C -0.586 5.267 -3.194
C 0.404 -1.175 -1.080
C -0.998 -0.450 0.905
C 0.527 4.210 -2.892
C 0.337 -0.979 0.469
C -2.761 2.599 -0.430
C -3.101 1.943 -1.704
B -1.431 3.452 -2.049
H -2.143 -1.766 4.726
H -3.541 -2.953 2.297
H -2.349 0.987 3.789
H 2.633 0.402 -4.643
H 2.517 -3.468 -3.811
H 1.991 -4.420 -0.721
H 1.682 2.517 3.647
H 2.421 -2.696 2.907
H -2.181 1.915 2.601
H 1.742 1.012 3.438
H -1.095 0.563 0.512
H -1.242 -0.385 1.966
H 0.747 3.559 0.943
H 0.645 -0.415 3.201
H 1.402 -1.353 -1.481
H 4.651 -1.056 -0.216
H -2.660 -3.465 1.173
H 0.021 -0.329 -1.653
H 0.640 2.700 -0.306
H -2.658 -3.669 -1.491
H -1.821 -0.991 0.437
H -3.112 -1.332 3.645
H 1.284 -0.274 -4.489
H 2.157 -2.016 1.576
H -4.215 -0.074 0.048
H 0.397 -1.964 0.936
H -1.605 -4.122 -0.499
H 1.077 -1.363 4.304
H 3.115 -3.679 -1.419
H 2.516 -1.986 -3.481
H -5.622 0.393 0.361
H 3.470 1.423 -2.186
H 2.532 0.240 -2.023
H -0.227 -2.031 -1.320
H 3.897 -1.499 1.028
```

Okay, here come the Löwdin numbers, in e, for every atom:
1. Y 1.999
2. O -0.029
3. O -0.016
4. O 0.240
5. O -0.032
6. O 0.134
7. O -0.079
8. O 0.156
9. O 0.260
10. O 0.223
11. O -0.056
12. O -0.024
13. O -0.072
14. O -0.360
15. O -0.048
16. O -0.039
17. O -0.066
18. O 0.141
19. O -0.083
20. O -0.055
21. O 0.198
22. O 0.097
23. O -0.048
24. O -0.087
25. C -0.321
26. C -0.019
27. C -0.029
28. C -0.390
29. C -0.522
30. C -0.400
31. C -0.373
32. B -0.836
33. H 0.054
34. H 0.026
35. H -0.012
36. H 0.078
37. H 0.061
38. H 0.026
39. H 0.103
40. H 0.056
41. H -0.012
42. H 0.018
43. H 0.073
44. H 0.065
45. H 0.101
46. H 0.009
47. H 0.042
48. H 0.082
49. H -0.035
50. H 0.082
51. H 0.051
52. H 0.065
53. H 0.090
54. H 0.035
55. H 0.082
56. H -0.014
57. H -0.023
58. H 0.121
59. H 0.048
60. H 0.059
61. H -0.021
62. H -0.026
63. H 0.036
64. H 0.086
65. H 0.031
66. H 0.075
67. H 0.021